Here is a molecular structure, C2H4N4 at a distorted geometry from OMol25. Energies are from wB97M-V/def2-TZVPD.

Each line ends with the Mulliken charge.
Positions of all 10 atoms, in Å:
1 N 0.46745 -1.04027 1.57687  -0.3040
2 N 1.44764 -0.75124 0.83009  -0.0021
3 N -0.22775 1.06065 -1.59522  -0.4288
4 N 1.41395 -0.22101 -0.22927  -0.2340
5 C -0.35327 0.33197 -0.46352  0.2196
6 C -1.06858 -0.03976 0.51337  -0.3547
7 H -1.01287 1.27373 -2.15797  0.2232
8 H -1.91987 -0.34190 1.08431  0.3999
9 H 0.59299 0.88164 -2.12927  0.2576
10 H 0.66029 -1.15382 2.57061  0.2233

Its spin multiplicity is 1. Its LUMO energy is 0.0206 Eh. For the electronic energy, the calculation gives -297.464908 a.u. The energy above the lowest of the compared OMol25 structures with the same formula, charge and spin is 4.882 eV. The orbital gap comes out at 9.43 eV.

Here is C8H7N in the gas phase at a distorted geometry from OMol25. Energies are from wB97M-V/def2-TZVPD.

Each line ends with the Mulliken charge.
Positions of all 16 atoms, in Å:
1 N 3.02465 0.58210 0.16826  -0.5181
2 C -1.46878 1.41047 -0.04714  -0.4210
3 C -2.31690 0.31760 -0.10689  -0.4547
4 C 1.87736 -0.36445 0.44097  -0.1817
5 C -1.79246 -0.95721 0.01458  -0.4432
6 C -0.43373 -1.12778 0.20799  -0.4458
7 C 0.43160 -0.03771 0.26746  0.3857
8 C 2.79667 -0.29700 -0.68889  -0.3652
9 C -0.10972 1.23641 0.13400  -0.2454
10 H -2.42787 -1.82880 -0.04024  0.3792
11 H -1.86665 2.40911 -0.14310  0.3816
12 H 0.54275 2.09524 0.16677  0.4108
13 H -0.02964 -2.12571 0.30648  0.3654
14 H -3.37524 0.47365 -0.24461  0.3833
15 H 3.07817 -0.67200 -1.64363  0.3499
16 H 2.06980 -1.11391 1.20800  0.4191

Its spin multiplicity is 3. Its LUMO energy (alpha / beta) is 0.0206 / -0.1225 Eh. For the electronic energy, the calculation gives -363.549897 a.u. The energy above the lowest of the compared OMol25 structures with the same formula, charge and spin is 1.541 eV. The orbital gap (alpha / beta) comes out at 4.68 / 6.19 eV.

Here is a molecular structure, F2H3N2PS at a distorted geometry from OMol25. Energies are from wB97M-V/def2-TZVPD.

Each line ends with the Mulliken charge.
Positions of all 9 atoms, in Å:
1 S 1.68425 0.00039 0.30619  -0.2721
2 P 1.16422 2.00861 -0.02081  0.4687
3 F -0.16317 2.16702 1.03962  -0.3153
4 F 0.22584 1.80029 -1.36891  -0.2720
5 N -0.63433 -2.13587 0.05922  -0.5983
6 N -0.42848 -0.87812 -0.27333  -0.0158
7 H -0.34598 -0.62715 -1.28412  0.3363
8 H -0.66981 -0.03409 0.39649  0.4167
9 H -0.83254 -2.30109 1.14565  0.2519

Its spin multiplicity is 1. Its LUMO energy (alpha / beta) is -0.0307 / -0.0582 Eh. For the electronic energy, the calculation gives -1050.545176 a.u. The energy above the lowest of the compared OMol25 structures with the same formula, charge and spin is 2.377 eV. The orbital gap (alpha / beta) comes out at 8.07 / 7.26 eV.

What is the spin multiplicity in the first record?
1